Density functional theory data (the ωB97M-V functional and the def2-TZVPD basis) for C3H8N2S2 in the gas phase in a non-equilibrium geometry.

Each line ends with the Mulliken charge.
Atoms and positions in Å:
N  1.468  1.803  0.305  -0.56
N  0.242  1.545  -0.409  -0.39
C  -0.082  0.235  -0.087  -0.02
C  0.584  -0.637  1.018  -0.32
S  2.179  -1.050  -0.160  -0.23
C  -1.198  -0.297  -0.932  -0.52
S  -2.786  -0.260  0.173  -0.26
H  2.398  1.436  -0.399  0.29
H  1.440  2.995  0.475  0.26
H  1.130  -0.049  1.724  0.44
H  0.196  -1.627  1.714  0.27
H  1.556  -1.152  -1.302  0.16
H  -1.287  0.644  -1.583  0.39
H  -1.030  -1.331  -1.201  0.34
H  -2.498  0.816  1.098  0.16

Its net charge is 0. The LUMO energy comes out at 0.21 eV. For the HOMO energy, the calculation gives -0.314 Eh. Its energy above the lowest of the compared OMol25 structures with the same formula, charge and spin is 510.90 kJ/mol. For the maximum force, the calculation gives 5.785 eV Å⁻¹. The multiplicity is 1. Its structure (SMILES) is NN=C(CS)CS.

Density functional theory data (the ωB97M-V functional and the def2-TZVPD basis) for a gas-phase ion, C3H8N3 (charge +1) in a non-equilibrium geometry.

Each line ends with the Mulliken charge.
Atoms and positions in Å:
H  0.219  -1.268  2.859  0.26
N  0.832  -0.954  2.052  -0.53
C  0.375  -0.478  0.987  0.39
C  1.146  0.427  0.035  -0.41
C  0.292  0.335  -1.276  -0.68
N  -1.119  0.248  -0.719  -0.11
N  -0.997  -0.452  0.533  -0.31
H  1.250  1.463  0.407  0.30
H  2.210  0.128  -0.352  0.29
H  0.250  1.079  -2.024  0.40
H  0.577  -0.644  -1.492  0.38
H  -1.469  1.267  -0.543  0.38
H  -1.737  -0.219  -1.429  0.39
H  -1.829  -0.932  0.962  0.24

Its net charge is +1. The LUMO energy comes out at -3.87 eV. For the HOMO energy, the calculation gives -0.521 Eh. Its energy above the lowest of the compared OMol25 structures with the same formula, charge and spin is 314.69 kJ/mol. For the maximum force, the calculation gives 3.277 eV Å⁻¹. The multiplicity is 1. Its structure (SMILES) is [H]/N=C1/CC[NH2+]N1.

Density functional theory data (the ωB97M-V functional and the def2-TZVPD basis) for 2 unconnected molecules or ions with the total composition C3H8N3 in a non-equilibrium geometry.

Each line ends with the Mulliken charge.
Atoms and positions in Å:
C  1.649  -0.762  0.346  0.01
C  0.571  1.074  -0.440  -0.41
C  -2.093  -0.481  0.400  -0.38
N  0.558  -1.176  -0.130  -0.60
N  1.632  0.628  0.371  -0.18
N  -0.230  -0.228  -0.599  -0.04
H  2.349  -1.343  0.903  0.40
H  0.008  1.971  -0.128  0.33
H  0.638  1.070  -1.509  0.32
H  -2.441  -1.333  -0.221  0.28
H  -1.933  -0.648  1.422  0.29
H  -2.331  0.437  0.067  0.30
H  2.244  1.132  1.045  0.29
H  -0.620  -0.342  -1.528  0.41

Its net charge is +1. The LUMO energy comes out at -5.05 eV. For the HOMO energy, the calculation gives -0.491 Eh. Its energy above the lowest of the compared OMol25 structures with the same formula, charge and spin is 498.70 kJ/mol. For the maximum force, the calculation gives 5.579 eV Å⁻¹. The multiplicity is 1.

Density functional theory data (the ωB97M-V functional and the def2-TZVPD basis) for 2 unconnected molecules or ions with the total composition C3H8N3 in a non-equilibrium geometry.

Each line ends with the Mulliken charge.
Atoms and positions in Å:
C  0.389  0.297  0.412  0.38
C  1.781  -0.627  -1.322  -1.30
C  0.369  -0.345  -0.866  -0.23
N  -2.616  0.629  1.239  -0.08
N  -1.893  0.501  0.245  -0.32
N  0.979  0.653  1.355  -0.18
H  2.144  -1.269  -0.608  0.41
H  1.495  -1.294  -2.128  0.34
H  2.485  0.071  -1.597  0.42
H  -0.317  0.269  -1.535  0.39
H  -0.091  -1.364  -0.664  0.30
H  -3.638  0.661  0.991  0.30
H  1.016  1.095  2.308  0.33
H  -2.102  0.722  2.168  0.26

Its net charge is +1. The LUMO energy comes out at -4.06 eV. For the HOMO energy, the calculation gives -0.494 Eh. Its energy above the lowest of the compared OMol25 structures with the same formula, charge and spin is 511.22 kJ/mol. For the maximum force, the calculation gives 3.518 eV Å⁻¹. The multiplicity is 1.

Density functional theory data (the ωB97M-V functional and the def2-TZVPD basis) for 2 unconnected molecules or ions with the total composition C3H8N3O in a non-equilibrium geometry.

Each line ends with the Mulliken charge.
Atoms and positions in Å:
C  -2.209  -0.815  -0.493  -0.74
C  2.310  -0.457  -0.615  0.60
C  -0.403  0.303  0.771  -0.06
N  -1.179  0.082  -0.132  -0.25
N  2.173  -1.470  -0.019  -0.40
N  0.350  1.647  0.417  -0.36
O  2.238  0.510  -1.238  -0.44
H  -2.879  -1.036  0.371  0.33
H  -1.809  -1.831  -0.600  0.32
H  0.051  -0.057  1.734  0.40
H  -2.793  -0.371  -1.284  0.28
H  2.750  -2.279  0.139  0.29
H  1.423  1.509  0.437  0.36
H  0.112  1.884  -0.479  0.31
H  -0.135  2.383  0.991  0.35

Its net charge is +1. The LUMO energy comes out at -3.25 eV. For the HOMO energy, the calculation gives -0.538 Eh. Its energy above the lowest of the compared OMol25 structures with the same formula, charge and spin is 219.61 kJ/mol. For the maximum force, the calculation gives 4.197 eV Å⁻¹. The multiplicity is 1.

Density functional theory data (the ωB97M-V functional and the def2-TZVPD basis) for 2 unconnected molecules or ions with the total composition C3H8N3O.

Each line ends with the Mulliken charge.
Atoms and positions in Å:
C  0.414  -0.911  -0.740  -0.44
C  0.664  -0.853  0.767  -0.56
C  0.439  0.340  -0.017  0.65
N  -2.867  0.007  0.556  0.45
N  -1.927  0.804  0.344  -0.37
N  0.714  1.587  -0.096  -0.31
O  -4.042  0.117  0.292  -0.50
H  1.232  -1.105  -1.425  0.27
H  -0.519  -1.332  -1.090  0.26
H  -0.104  -1.221  1.430  0.20
H  1.659  -1.009  1.165  0.28
H  -2.256  1.664  -0.104  0.24
H  0.610  2.091  -0.973  0.30
H  0.905  2.139  0.737  0.29
H  -2.553  -0.873  1.032  0.24

Its net charge is +1. The LUMO energy comes out at -4.58 eV. For the HOMO energy, the calculation gives -0.535 Eh. Its energy above the lowest of the compared OMol25 structures with the same formula, charge and spin is 484.31 kJ/mol. For the maximum force, the calculation gives 0.968 eV Å⁻¹. The multiplicity is 1.

The following Kohn-Sham gap values (in eV) correspond, in order, to the records above: 8.76, 10.31, 8.30, 9.39, 11.38, 9.98.